{
  "formula": "C10H22AsI2N2PdS5",
  "method": "wB97M-V/def2-TZVPD",
  "symbols": ["Pd", "I", "C", "I", "H", "H", "S", "As", "S", "S", "S", "C", "C", "C", "C", "N", "C", "S", "N", "C", "C", "C", "C", "H", "H", "H", "H", "H", "H", "H", "H", "H", "H", "H", "H", "H", "H", "H", "H", "H", "H", "H", "H"],
  "positions_angstrom": [[-0.197, 0.110, 2.936], [1.948, -1.546, 2.774], [0.736, -2.671, 4.229], [-1.298, -2.624, 3.736], [0.835, -2.239, 5.221], [1.094, -3.692, 4.159], [-0.508, 3.986, 5.480], [-1.115, 1.972, 5.361], [0.638, 0.655, 5.015], [-2.005, 1.505, 3.386], [-2.306, 1.263, 6.947], [1.093, -3.293, -3.594], [-0.205, -2.560, -3.254], [-0.679, -2.776, -1.816], [0.323, -2.354, -0.746], [0.720, -0.950, -0.873], [0.166, 0.061, -0.160], [-1.313, -0.129, 0.671], [0.828, 1.223, -0.203], [0.402, 2.481, 0.432], [-0.722, 3.217, -0.288], [-0.405, 3.733, -1.696], [-0.368, 2.663, -2.791], [1.334, -3.201, -4.655], [1.012, -4.358, -3.358], [1.943, -2.896, -3.032], [-0.992, -2.903, -3.930], [-0.081, -1.489, -3.433], [-0.907, -3.837, -1.663], [-1.600, -2.214, -1.645], [1.233, -2.954, -0.791], [-0.119, -2.496, 0.240], [1.660, -0.795, -1.202], [1.775, 1.192, -0.546], [1.291, 3.112, 0.477], [0.095, 2.271, 1.454], [-0.982, 4.062, 0.353], [-1.598, 2.567, -0.324], [0.546, 4.278, -1.681], [-1.175, 4.462, -1.963], [0.502, 2.012, -2.705], [-0.340, 3.123, -3.783], [-1.259, 2.030, -2.740]],
  "forces_ev_per_a": [[-0.4, 1.0, -0.5], [-0.4, -0.5, 0.6], [0.3, -0.3, -0.4], [-0.3, -0.6, 0.1], [0.3, 0.3, -0.3], [0.0, 0.0, 0.1], [0.0, -0.1, -0.2], [-0.4, 0.8, 1.1], [-0.1, -0.1, -0.4], [0.6, -0.4, -0.1], [0.1, -0.1, -0.2], [-0.1, 0.0, 0.1], [0.1, -0.1, 0.1], [0.1, 0.0, -0.1], [-0.2, 0.1, -0.1], [0.2, -0.1, 0.3], [-0.2, 0.1, -0.2], [0.5, -0.1, 0.0], [0.0, 0.0, 0.2], [0.0, 0.0, -0.1], [0.1, -0.1, -0.2], [0.0, -0.1, 0.0], [0.0, 0.0, 0.0], [0.0, 0.0, 0.0], [0.0, 0.0, 0.0], [0.0, 0.0, 0.0], [0.0, 0.1, 0.0], [0.0, 0.0, 0.0], [0.0, 0.0, 0.0], [0.0, -0.1, 0.0], [0.0, 0.0, 0.0], [0.0, 0.0, 0.0], [0.0, 0.0, -0.1], [0.0, 0.1, -0.1], [0.0, 0.0, 0.0], [0.0, 0.0, 0.2], [0.0, 0.0, 0.0], [0.0, 0.0, 0.1], [0.0, 0.0, 0.0], [0.0, 0.0, 0.0], [0.0, 0.0, 0.0], [0.0, 0.0, 0.0], [0.0, 0.0, 0.0]],
  "mulliken_charge": [0.102, 0.021, -0.897, 0.121, 0.419, 0.434, -0.599, 0.430, -0.415, -0.379, -0.587, -1.128, -0.286, -0.574, -0.916, -0.051, 0.128, -0.330, -0.082, -0.489, -0.492, -0.555, -1.005, 0.364, 0.279, 0.250, 0.360, 0.160, 0.412, 0.241, 0.545, 0.192, 0.297, 0.275, 0.497, 0.088, 0.411, 0.268, 0.268, 0.344, 0.208, 0.425, 0.247],
  "e_tot_ha": -5453.8720,
  "total_charge": -1,
  "relative_energy_kj_mol": 40.0,
  "multiplicity": 1,
  "e_lumo_ev": 1.4
}



{
  "formula": "C10H22B2O6S2Sn",
  "method": "wB97M-V/def2-TZVPD",
  "symbols": ["Sn", "B", "H", "H", "H", "H", "B", "H", "H", "H", "H", "C", "C", "C", "O", "C", "C", "C", "O", "O", "O", "H", "H", "C", "S", "O", "C", "H", "H", "H", "H", "H", "H", "C", "S", "O", "C", "H", "H", "H", "H", "H", "H"],
  "positions_angstrom": [[0.596, 2.018, 0.057], [0.048, 4.639, -1.702], [1.030, 5.092, -2.115], [-0.262, 3.721, -2.324], [0.251, 4.367, -0.583], [-0.784, 5.429, -1.756], [-2.483, 3.365, 0.695], [-1.951, 2.371, 1.016], [-2.522, 3.938, 1.699], [-1.892, 3.964, -0.081], [-3.519, 3.106, 0.267], [-2.571, 0.228, -3.273], [-1.477, 0.415, -2.369], [-0.802, -0.802, -1.749], [0.075, -0.561, -0.904], [-1.216, -2.092, -2.149], [-2.274, -2.265, -3.062], [-2.987, -1.044, -3.645], [-3.998, -1.168, -4.393], [-2.634, -3.442, -3.309], [-1.082, 1.529, -1.964], [-3.027, 1.115, -3.685], [-0.647, -2.919, -1.745], [0.240, -1.312, 3.869], [-1.175, -0.942, 2.760], [-0.709, 0.172, 1.860], [-1.072, -2.420, 1.708], [0.012, -2.147, 4.531], [0.495, -0.443, 4.475], [1.121, -1.465, 3.244], [-1.707, -2.347, 0.827], [-1.168, -3.287, 2.366], [-0.059, -2.545, 1.313], [3.430, -1.844, -0.232], [3.851, -0.380, 0.821], [2.530, 0.236, 1.119], [4.472, -1.394, 2.237], [2.673, -2.422, 0.293], [4.351, -2.347, -0.518], [2.949, -1.398, -1.103], [5.101, -0.728, 2.828], [5.107, -2.173, 1.818], [3.684, -1.816, 2.858]],
  "forces_ev_per_a": [[-3.8, -0.1, -2.0], [0.6, -0.1, -0.6], [1.7, 0.6, -0.6], [-0.3, -1.3, -0.7], [0.4, -0.7, 2.1], [-1.3, 1.1, 0.2], [0.4, 0.3, 0.0], [1.3, -2.0, 0.2], [-0.2, 1.1, 1.6], [0.8, 0.8, -1.0], [-1.5, -0.6, -0.5], [2.4, 0.8, 1.4], [-1.5, -0.1, -0.5], [-1.0, -1.1, -1.0], [1.7, 0.4, 1.3], [1.0, 2.1, 0.7], [-0.1, -2.5, 0.3], [-2.3, 0.3, -1.3], [1.2, -0.8, 0.6], [-0.3, 1.2, -0.5], [0.8, 0.6, 0.6], [-0.2, -0.1, 0.0], [-0.3, -0.3, -0.1], [0.2, 0.1, -0.3], [0.8, 0.9, -1.4], [-0.2, -0.5, 1.1], [1.2, -0.4, 0.6], [0.0, -0.1, -0.1], [-0.5, 0.2, 0.0], [-0.1, -0.3, -0.1], [-0.4, 0.0, 0.3], [-0.8, -0.1, -0.2], [0.1, 0.6, 0.0], [0.0, 1.4, 0.1], [-0.3, -1.4, -0.5], [0.4, 0.0, 0.6], [0.1, 0.7, -0.2], [0.2, -0.2, 0.0], [-0.1, -0.3, 0.1], [0.0, -0.1, 0.0], [-0.1, 0.0, 0.1], [-0.1, 0.0, 0.0], [-0.2, 0.0, -0.2]],
  "mulliken_charge": [0.677, 1.091, -0.318, -0.410, -0.419, -0.278, 1.046, -0.583, -0.259, -0.359, -0.312, -0.814, 0.060, 0.358, -0.473, -0.642, 0.385, 0.436, -0.771, -0.763, -0.420, 0.446, 0.390, -0.591, 0.343, -0.450, -0.632, 0.403, 0.349, -0.175, 0.325, 0.452, -0.085, -0.865, 0.336, -0.405, -0.921, 0.220, 0.447, 0.267, 0.316, 0.380, 0.215],
  "e_tot_ha": -1905.8157,
  "total_charge": -2,
  "relative_energy_kj_mol": 69.6,
  "multiplicity": 1,
  "e_lumo_ev": 3.2
}



{
  "formula": "C10H22BrF4N3O2P",
  "method": "wB97M-V/def2-TZVPD",
  "symbols": ["C", "P", "C", "N", "Br", "C", "F", "F", "C", "F", "F", "H", "H", "H", "H", "H", "H", "H", "H", "C", "O", "N", "C", "C", "H", "H", "H", "H", "H", "H", "H", "C", "O", "N", "C", "C", "H", "H", "H", "H", "H", "H", "H"],
  "positions_angstrom": [[2.379, -4.706, -1.222], [0.969, -3.419, -1.241], [1.719, -1.695, -1.576], [-0.345, -3.839, -2.371], [-0.676, -2.489, -3.682], [-1.609, -4.320, -1.685], [-1.330, -5.397, -0.664], [-2.418, -5.019, -2.752], [-2.574, -3.132, -1.099], [-1.870, -1.914, -0.639], [-3.246, -3.706, 0.126], [3.368, -4.121, -0.897], [2.570, -5.194, -2.285], [2.223, -5.526, -0.371], [1.886, -1.428, -2.703], [2.805, -1.698, -1.080], [1.106, -0.874, -0.977], [0.007, -4.666, -2.942], [-3.470, -2.889, -1.848], [-1.967, 0.714, 0.840], [-0.767, 0.778, 0.610], [-2.706, 1.668, 1.506], [-4.127, 1.515, 1.739], [-2.043, 2.861, 1.989], [-2.570, -0.151, 0.517], [-4.655, 2.347, 1.264], [-4.312, 1.529, 2.817], [-4.495, 0.573, 1.323], [-1.592, 3.386, 1.141], [-1.251, 2.571, 2.686], [-2.754, 3.521, 2.494], [3.673, 2.746, 0.369], [3.487, 1.545, 0.225], [2.752, 3.645, 0.862], [3.052, 5.055, 1.001], [1.442, 3.167, 1.254], [4.634, 3.216, 0.102], [2.948, 5.336, 2.053], [2.345, 5.628, 0.395], [4.071, 5.275, 0.670], [1.558, 2.413, 2.038], [0.959, 2.704, 0.388], [0.824, 3.991, 1.623]],
  "forces_ev_per_a": [[1.2, -0.7, -0.7], [2.4, 1.3, 4.4], [1.0, 0.9, -0.3], [0.1, -2.3, -1.7], [-0.6, 0.0, -0.3], [-2.3, -3.0, 0.6], [-0.5, 4.0, -3.9], [2.7, 2.3, 3.3], [-1.7, 0.4, 3.0], [-1.7, -4.0, -1.8], [2.3, 1.7, -3.8], [-2.3, -1.0, -0.9], [-0.2, 0.8, 2.3], [-0.1, 1.8, -2.1], [-0.4, -0.4, 2.2], [-2.4, -0.3, -1.0], [1.1, -1.8, -1.5], [-0.7, 0.7, 0.6], [2.4, -0.3, 1.6], [-0.3, 0.9, 0.5], [-0.6, 0.1, 0.1], [0.7, -1.3, -0.8], [0.1, 0.1, 0.1], [0.3, 0.0, -0.1], [-0.1, 0.2, 0.2], [-0.2, -0.1, 0.1], [-0.2, 0.0, -0.1], [0.1, 0.1, 0.1], [0.0, 0.1, 0.2], [0.0, 0.2, 0.0], [0.1, -0.2, -0.1], [-0.8, 0.3, 0.3], [-0.2, 0.6, 0.1], [1.2, -0.8, -0.6], [-0.1, -0.1, 0.0], [0.1, -0.3, -0.2], [-0.1, 0.1, 0.1], [0.1, 0.2, -0.1], [0.1, 0.2, 0.1], [-0.2, -0.1, 0.0], [-0.2, 0.0, -0.1], [-0.1, 0.0, 0.3], [0.2, -0.1, -0.1]],
  "mulliken_charge": [-0.934, 0.461, -0.971, -0.320, 0.189, 0.660, -0.239, -0.277, 0.091, -0.124, -0.259, 0.305, 0.319, 0.324, 0.387, 0.308, 0.253, 0.488, 0.337, 0.341, -0.605, 0.105, -0.913, -0.816, 0.040, 0.328, 0.328, 0.289, 0.248, 0.267, 0.402, 0.063, -0.586, 0.163, -0.935, -0.927, 0.280, 0.314, 0.318, 0.319, 0.272, 0.300, 0.407],
  "e_tot_ha": -4023.3614,
  "total_charge": 1,
  "multiplicity": 1,
  "e_lumo_ev": -5.7
}